This record from the OMol25 dataset describes 2 unconnected molecules or ions with the total composition C6H12O at a distorted geometry. The level of theory is ωB97M-V with the def2-TZVPD basis set.

Cartesian coordinates (Å):
C1 -2.089 0.368 1.009
C2 -0.723 0.707 0.533
C3 -0.029 1.767 1.000
C4 1.559 -0.567 -2.269
C5 1.046 0.186 -1.074
C6 -0.142 -0.144 -0.578
H1 -2.537 -0.655 0.872
H2 -2.257 0.482 2.074
H3 -2.955 0.799 0.502
H4 -0.290 2.080 2.014
H5 0.695 2.475 0.605
H6 2.512 -1.043 -2.010
H7 1.748 0.198 -3.035
H8 0.914 -1.407 -2.581
H9 1.508 1.106 -0.780
H10 -0.620 -1.055 -0.889
H11 0.568 -1.268 2.134
H12 0.207 -2.031 0.888
O1 0.885 -1.998 1.586

Summary:
HOMO energy   -8.39 eV
Molar mass   100.2 g/mol
Kohn-Sham gap   9.1 eV

Mulliken atomic charge list, values in e, 5 entries: number 1, C, carries -1.2945; number 2, C, carries 0.5853; number 3, C, carries -0.7557; number 4, C, carries -1.1443; number 5, C, carries 0.0313

***

This record from the OMol25 dataset describes 2 unconnected molecules or ions with the total composition C6H12O. The level of theory is ωB97M-V with the def2-TZVPD basis set.

Cartesian coordinates (Å):
C1 -1.109 -1.766 -0.825
C2 -1.198 -0.308 -0.482
C3 -1.048 0.196 0.745
C4 -1.200 1.642 1.105
O1 1.524 1.882 -0.387
C5 1.612 0.720 -0.711
C6 2.222 -0.361 0.142
H1 -2.080 -2.136 -1.178
H2 -0.386 -1.957 -1.630
H3 -0.818 -2.362 0.047
H4 -1.410 0.378 -1.304
H5 -0.809 -0.489 1.561
H6 -2.057 1.788 1.779
H7 -0.308 2.021 1.616
H8 -1.355 2.258 0.215
H9 1.263 0.385 -1.711
H10 2.315 -0.020 1.176
H11 1.623 -1.277 0.094
H12 3.220 -0.596 -0.250

Summary:
HOMO energy   -9.27 eV
Molar mass   100.2 g/mol
Kohn-Sham gap   10.3 eV

Mulliken atomic charge list, values in e, 5 entries: number 1, C, carries -1.2395; number 2, C, carries -0.1191; number 3, C, carries 0.0488; number 4, C, carries -1.2227; number 5, O, carries -0.5042

***

This record from the OMol25 dataset describes 2 unconnected molecules or ions with the total composition C6H12O at a distorted geometry. The level of theory is ωB97M-V with the def2-TZVPD basis set.

Cartesian coordinates (Å):
C1 -0.701 1.788 -1.049
C2 -1.862 2.086 -1.603
C3 -0.484 0.665 -0.017
C4 -0.145 -0.623 -0.656
C5 0.973 -1.297 -0.355
C6 1.448 -2.519 -1.053
H1 0.192 2.342 -1.324
H2 -2.064 2.919 -2.265
H3 -2.777 1.592 -1.276
H4 0.368 1.048 0.543
H5 -1.434 0.602 0.522
H6 -0.806 -1.082 -1.382
H7 1.638 -0.831 0.368
H8 2.233 -2.312 -1.783
H9 1.840 -3.270 -0.362
H10 0.653 -3.045 -1.587
H11 0.562 -0.678 3.937
H12 0.049 0.286 2.931
O1 0.506 0.247 3.753

Summary:
HOMO energy   -9.34 eV
Molar mass   100.2 g/mol
Kohn-Sham gap   10.2 eV

Mulliken atomic charge list, values in e, 5 entries: number 1, C, carries -0.2114; number 2, C, carries -0.7279; number 3, C, carries -0.4371; number 4, C, carries -0.1751; number 5, C, carries -0.1019

***

| no. | DFT total energy (Eh) |
| --- | --- |
| 1 | -310.96497 |
| 2 | -311.01466 |
| 3 | -310.99463 |